Record 1
Molecular formula: C42H40GeN7O2PbSeTe
Method: DFT, the ωB97M-V functional and the def2-TZVPD basis

As for the net charge: +3. As for the HOMO energy: -15.28 eV. The calculation puts the HOMO-LUMO gap at 7.61 eV.

Positions of all 95 atoms, in Å:
1 Pb -0.3412 -2.7461 -1.1540
2 Te 0.1890 -2.6269 -4.1847
3 Se 0.9420 -0.5182 -0.1397
4 Ge -3.7854 1.4138 2.5960
5 O -3.3353 -0.2674 2.0184
6 O -1.9855 -1.2465 0.5578
7 N 3.3473 0.8044 -0.9810
8 N 3.5304 -7.0067 -1.2171
9 N 1.3370 -4.5110 -0.5813
10 N 2.5875 -6.1542 -0.7373
11 N 2.1815 -5.1275 -1.4066
12 N 3.5630 -1.3511 -1.0012
13 N 2.0937 -6.2876 0.4767
14 C -3.0078 2.2090 0.9903
15 C -1.8284 -0.8704 4.6940
16 C -1.4577 5.2974 5.6648
17 C -8.3237 1.9781 3.2366
18 C 0.9235 1.9023 -5.7952
19 C 1.2989 -5.2309 0.5500
20 C -2.3347 1.8742 4.3815
21 C -2.8773 -0.2818 5.3930
22 C -7.7909 1.5474 2.0271
23 C 6.9136 0.7651 -2.0510
24 C -2.3724 6.1171 5.0169
25 C 4.8035 -0.8439 -1.3978
26 C -1.2943 1.2272 3.6580
27 C 0.5072 -0.6443 -4.8064
28 C -2.7560 1.0003 0.0836
29 C -5.6205 1.4993 3.0437
30 C 5.7172 1.3745 -1.7270
31 C 0.1954 0.9832 -6.5377
32 C 4.6645 0.5334 -1.3910
33 C 3.2559 -2.6301 -3.9423
34 C 3.6055 -5.0312 -5.3130
35 C -3.1113 1.0770 5.2700
36 C 1.2333 0.2686 -4.0508
37 C -6.4283 1.3059 1.9185
38 C -6.1439 1.9297 4.2570
39 C -3.2702 5.5734 4.1103
40 C 2.3208 -4.5545 -5.0750
41 C -1.4360 3.9345 5.4063
42 C -1.0401 -0.1194 3.8288
43 C 7.0518 -0.6325 -2.0598
44 C -7.5089 2.1592 4.3475
45 C 4.5331 -3.1181 -4.1818
46 C -3.2693 4.2053 3.8739
47 C 2.7139 -0.3466 -0.7518
48 C -2.6310 -0.2719 0.8965
49 C 2.7701 2.1392 -0.8326
50 C 2.1606 -3.3499 -4.4015
51 C 4.7085 -4.3130 -4.8726
52 C -0.0208 -0.2968 -6.0444
53 C 5.9995 -1.4648 -1.7331
54 C -2.3518 3.3748 4.5155
55 C 1.4456 1.5433 -4.5569
56 H 1.0950 2.8972 -6.1841
57 H -3.4762 -0.8738 6.0724
58 H -4.0100 3.8005 3.1909
59 H -0.7687 5.7145 6.3884
60 H -2.3934 7.1791 5.2257
61 H 5.3959 -2.5551 -3.8464
62 H 2.0936 2.1493 0.0155
63 H 6.1094 -2.5422 -1.7183
64 H 0.6930 -4.9999 1.4133
65 H 3.1260 -1.6847 -3.4306
66 H 7.7675 1.3796 -2.3028
67 H -8.4314 1.4107 1.1655
68 H 5.7072 -4.6693 -5.0887
69 H 3.5603 -7.8709 -0.6980
70 H 2.2252 2.4236 -1.7305
71 H -0.6612 1.8299 3.0170
72 H 3.5528 -7.0530 -2.2237
73 H -3.6156 0.8351 -0.5719
74 H 1.6446 -0.0089 -3.0871
75 H 3.3334 -2.3244 -0.8788
76 H -7.9344 2.4962 5.2840
77 H 5.6210 2.4526 -1.7310
78 H -3.9838 6.2088 3.6019
79 H -0.7138 3.2988 5.9072
80 H -1.6127 -1.9205 4.8450
81 H -3.8157 1.5739 5.9230
82 H 2.0278 2.2603 -3.9903
83 H -0.5760 -1.0147 -6.6348
84 H -3.7070 2.9269 0.5679
85 H -0.2260 -0.5853 3.2884
86 H -2.0962 2.7397 1.2558
87 H -6.0151 0.9621 0.9754
88 H -9.3835 2.1848 3.3072
89 H 3.7400 -5.9507 -5.8695
90 H -1.8729 1.1124 -0.5423
91 H 1.4637 -5.1099 -5.4370
92 H -0.1988 1.2570 -7.5076
93 H 8.0085 -1.0640 -2.3243
94 H -5.5151 2.0910 5.1194
95 H 3.5711 2.8496 -0.6542

Forces on the atoms, in the same order (eV/Å):
Pb -0.4204 -0.0489 0.1699
Te 0.2404 -0.0335 -0.1528
Se 0.1257 0.1815 0.1104
Ge 0.4128 -0.2988 -0.1097
O -0.0862 -0.1914 0.2144
O -0.0665 0.1888 -0.0417
N 0.0685 0.2540 -0.0244
N 0.3903 0.3315 0.1779
N 0.0771 0.0071 0.1075
N 0.0191 -0.2965 -0.0009
N -0.0341 0.0760 0.0518
N 0.2225 -0.0487 0.1115
N -0.0203 0.1072 -0.1553
C -0.0845 0.1762 0.1850
C -0.0605 0.0125 0.0618
C 0.0084 -0.0300 0.0110
C 0.0292 0.0049 -0.0578
C 0.0409 -0.0677 0.0465
C 0.0282 -0.0056 -0.0794
C -0.3145 0.0750 -0.3872
C 0.0337 -0.0654 0.0084
C 0.0388 -0.0346 -0.0480
C -0.0210 -0.0247 -0.0558
C 0.0000 0.0129 0.0061
C -0.1593 -0.1863 0.0853
C 0.2432 -0.0331 0.2291
C -0.0860 -0.0562 0.0619
C 0.1170 0.0144 0.0641
C 0.1019 0.1602 0.0194
C 0.0611 0.1150 0.0218
C 0.0020 0.0630 0.0097
C -0.1885 0.1593 0.0366
C 0.0190 -0.0315 -0.0736
C -0.0025 -0.0350 0.0244
C 0.2475 -0.0445 0.0078
C 0.0608 0.0770 -0.0364
C -0.2283 0.0636 0.2733
C -0.2908 -0.0474 -0.2022
C -0.0175 -0.0280 0.0145
C 0.0502 0.0287 0.0081
C 0.0321 -0.0044 -0.0449
C 0.0564 0.0838 -0.0388
C 0.0105 0.0379 0.0158
C -0.0110 0.0127 0.0777
C 0.0279 -0.0522 -0.0772
C 0.1198 -0.0895 0.0633
C 0.0028 -0.2384 -0.0315
C 0.0309 -0.1559 0.0145
C 0.0452 -0.0764 -0.0374
C -0.0676 -0.0654 -0.0267
C -0.0595 0.0267 0.0158
C 0.0631 0.0353 -0.0260
C 0.0871 -0.0275 0.1493
C -0.0838 0.0360 0.0596
C -0.0295 -0.0124 -0.0364
H -0.0060 -0.0151 -0.0055
H 0.0134 0.0277 0.0060
H -0.0726 0.1063 0.0109
H 0.0016 0.0010 -0.0677
H 0.0203 -0.0396 -0.0162
H -0.1178 -0.0464 -0.1685
H -0.0097 -0.0137 0.0534
H 0.0006 0.0825 0.0402
H 0.0793 -0.0203 -0.0696
H 0.0040 -0.0563 -0.1398
H -0.0256 -0.0175 -0.0195
H -0.0046 -0.0189 0.0457
H -0.0107 -0.0171 0.0230
H -0.1650 -0.0924 -0.0201
H 0.0024 -0.0211 -0.0239
H -0.0402 0.0067 -0.0098
H -0.1977 -0.0540 -0.0562
H 0.0322 0.0233 -0.0716
H -0.0986 0.0236 -0.0517
H -0.0177 -0.0196 -0.0040
H -0.0098 -0.0207 -0.0335
H 0.0039 -0.0506 0.0118
H 0.0101 -0.0274 0.0209
H -0.0546 0.0211 0.0288
H -0.0379 0.0141 -0.0357
H -0.0326 -0.0546 -0.0728
H -0.0236 -0.0095 -0.0492
H -0.0095 0.0166 0.0119
H 0.0239 0.0427 -0.0532
H -0.0104 0.0084 0.0151
H 0.0266 0.0371 -0.0723
H -0.0186 0.0410 -0.0073
H 0.0155 -0.0306 0.0254
H -0.0030 0.0299 0.0244
H -0.0131 0.0216 -0.0415
H 0.0287 0.0290 -0.0283
H -0.0041 -0.0034 0.0288
H -0.0253 0.0156 0.0319
H -0.0713 0.0867 -0.0451
H 0.0357 -0.0172 0.0146


Record 2
Molecular formula: C4H6ClN3
Method: DFT, the ωB97M-V functional and the def2-TZVPD basis

The structure (SMILES) is C=C1C=NN=C1N.Cl. Its energy above the lowest of the compared OMol25 structures with the same formula, charge and spin is 93.4 kcal/mol. As for the net charge: 0. As for the HOMO energy: -8.14 eV. The calculation puts the HOMO-LUMO gap at 7.58 eV.

Positions of all 14 atoms, in Å:
1 Cl -3.5674 0.3367 -2.2105
2 N -0.6597 -1.4224 0.3678
3 N -0.8293 0.9619 -0.2987
4 N 0.0345 1.8225 -0.6500
5 C 2.1304 -0.4415 1.0373
6 C -0.1760 -0.1672 0.1964
7 C 1.2552 1.4922 -0.4729
8 C 1.2927 0.1796 0.1642
9 H 1.7707 -1.2590 1.7558
10 H -1.7006 -1.3532 0.2734
11 H 2.1306 1.9995 -0.5604
12 H 3.1578 -0.2821 1.0604
13 H -0.2236 -2.1468 0.9612
14 H -4.6154 0.2797 -1.6239

Forces on the atoms, in the same order (eV/Å):
Cl 2.5788 0.0900 -1.4677
N -2.0115 1.1064 0.0636
N -2.8689 -6.8781 2.3633
N 2.8512 4.4184 -1.3694
C -2.3697 -0.9838 -0.4588
C 1.0131 2.4414 -1.5396
C -0.3264 -2.7221 0.6638
C -0.9095 -1.4932 2.3249
H 0.3984 1.1965 -1.3208
H 1.2838 -0.8999 0.4120
H 1.8324 2.1784 -0.7076
H 1.6577 0.6401 0.2145
H -0.4703 1.0366 -0.6147
H -2.6590 -0.1306 1.4365


Record 3
Molecular formula: C34H39ClN4O2P2Pt
Method: DFT, the ωB97M-V functional and the def2-TZVPD basis

Its energy above the lowest of the compared OMol25 structures with the same formula, charge and spin is 7.3 kcal/mol. The spin multiplicity is 3. As for the net charge: 0. As for the HOMO energy (spin up / spin down): -8.17 / -8.17 eV. The calculation puts the HOMO-LUMO gap (spin up / spin down) at 7.88 / 6.11 eV.

Positions of all 83 atoms, in Å:
1 Pt 0.0340 -2.8466 2.8886
2 Cl -1.5960 0.9624 10.5004
3 P 1.7973 -1.0449 -2.0784
4 P -2.0762 -0.3961 -2.0411
5 O -1.4480 -2.4305 4.6803
6 O 0.0416 -0.9625 4.0857
7 N -3.4897 -0.8882 -2.9831
8 N 3.0975 0.0607 -2.6055
9 N 2.3258 -2.2466 -3.3014
10 N -2.2378 1.3193 -2.6294
11 C -0.9532 -0.7045 6.3483
12 C -0.8031 -1.0326 -3.2638
13 C -1.2967 1.2265 2.2891
14 C -0.8483 1.1637 7.8899
15 C 2.8712 -3.3662 -5.2029
16 C 1.9159 1.6316 1.6862
17 C -1.4328 -1.5189 7.3554
18 C 1.2621 2.9832 1.8838
19 C -2.4997 2.4470 -1.8556
20 C -4.2023 -0.2732 -4.0286
21 C 5.1413 1.0660 -2.5364
22 C -1.6889 3.1803 -3.8319
23 C 1.8906 -2.3123 3.0369
24 C 0.3650 2.9976 3.1306
25 C 2.5911 -3.5719 -2.9609
26 C 0.5251 -0.2620 -3.2055
27 C -1.6323 -1.0180 8.6421
28 C -1.7330 1.7997 -3.8396
29 C 3.3022 0.7101 -3.8241
30 C -0.7873 -1.4012 4.9758
31 C -3.9607 -2.2140 -2.8920
32 C 2.4717 -2.1361 -4.6907
33 C -1.0669 1.2090 0.7963
34 C 2.9481 -4.2790 -4.1000
35 C -0.8372 2.0957 3.2242
36 C -2.1905 3.6042 -2.5729
37 C -4.9832 -2.3982 -3.8073
38 C -0.6315 0.6260 6.6171
39 C -5.1446 -1.1659 -4.5288
40 C -1.3271 0.3240 8.9149
41 C 0.1375 0.4414 0.2747
42 C 4.2339 0.2910 -1.8148
43 C 1.4945 0.6262 0.9215
44 C 4.5523 1.3359 -3.8065
45 H -2.0029 -1.6521 9.4392
46 H 2.3029 -1.2178 -5.2279
47 H 2.6512 -2.7315 2.4066
48 H -0.6357 2.2050 8.1297
49 H -2.9585 2.3595 -0.9073
50 H 4.9743 1.8849 -4.6309
51 H -2.3052 4.6043 -2.2249
52 H 2.0390 -2.5781 4.1060
53 H 2.0986 -0.2742 0.9036
54 H 0.4174 0.7603 -2.8071
55 H 1.8427 -1.2123 2.9890
56 H -0.0614 -0.6354 0.1806
57 H 0.8833 -0.1309 -4.2361
58 H -1.9542 0.6996 0.3757
59 H 0.2367 0.7336 -0.7709
60 H -5.8611 -0.9708 -5.3222
61 H 2.8463 1.5314 2.2527
62 H -1.9962 0.4260 2.5790
63 H 4.2835 -0.1033 -0.8162
64 H -4.0259 0.7559 -4.2975
65 H -1.6373 -2.5638 7.1583
66 H -0.6726 -2.0899 -2.9536
67 H -1.0047 2.2520 0.4468
68 H 3.0657 -3.5801 -6.2513
69 H 2.5762 0.7239 -4.6254
70 H -0.1909 1.2397 5.8348
71 H 2.0828 3.6998 2.0624
72 H -0.1525 3.9658 3.1791
73 H 6.1096 1.3998 -2.2099
74 H -1.5123 1.0915 -4.6203
75 H 0.6865 3.3349 1.0191
76 H -1.3301 3.8194 -4.6387
77 H 3.2254 -5.3179 -4.1501
78 H -1.1999 -1.0570 -4.3016
79 H -5.5464 -3.3110 -3.9600
80 H -1.3671 2.0901 4.2207
81 H 0.9944 2.9689 4.0316
82 H -3.5242 -2.8767 -2.1656
83 H 2.4906 -3.8758 -1.9383

Forces on the atoms, in the same order (eV/Å):
Pt -2.3401 0.2566 0.2837
Cl 0.0472 -0.0035 -0.0328
P 1.6311 0.3136 -3.7992
P -1.2778 1.4810 -2.5269
O 0.2912 -0.7173 0.1409
O -1.2544 0.2815 1.7694
N -0.8465 -1.3478 -0.4010
N 0.4968 0.7953 0.9462
N -0.6351 -1.0773 0.0580
N 1.0441 0.2233 0.2276
C 0.1700 -0.8075 -1.2589
C -0.1231 0.0017 0.2717
C -0.1157 0.3112 0.9122
C -0.0348 -0.6138 0.3356
C -0.3872 0.6993 0.8429
C -0.0052 0.3412 -0.3520
C -0.2858 0.0112 0.8877
C -0.0946 -0.3254 0.3179
C 0.3117 0.7969 -1.1239
C -0.3810 -0.7505 0.3394
C -1.0760 -0.6929 0.2737
C 0.0135 -0.7143 -0.1533
C 1.4059 0.7815 1.4317
C -1.0712 1.3034 -0.0132
C 0.2306 0.1693 -1.1567
C -0.0144 0.2454 0.5079
C 0.3168 0.5456 0.0295
C -0.0692 0.1995 0.0416
C 1.0727 0.6002 0.3621
C 0.9219 1.3608 -0.8558
C -0.5153 1.0530 -0.5714
C 0.2615 -1.0680 0.1984
C 0.2344 0.2425 0.5995
C -0.3410 0.8599 0.4173
C -0.3192 -2.0215 -0.1355
C -0.1610 -1.8782 0.5473
C 0.6400 0.4230 0.2250
C 0.0949 0.1915 0.0853
C 0.9968 0.0853 0.7513
C -0.1339 -0.3033 -1.1358
C 0.7166 0.0442 -0.6191
C 0.1417 0.6335 -1.2535
C -0.5109 -0.2504 0.9211
C -1.3622 -1.0079 0.4757
H 0.0384 0.0394 -0.0920
H 0.0786 -0.1665 0.1545
H 0.1854 -0.4497 -0.4326
H 0.0180 -0.2748 -0.2105
H -0.2002 -0.1107 0.7156
H 0.0132 0.0710 0.0314
H -0.1115 0.3983 0.1687
H 0.5475 0.1174 -0.6194
H 0.1523 0.0433 -0.0538
H -0.2034 -0.2419 -0.2351
H 0.3801 -0.5377 -0.2279
H -0.0633 0.0935 0.4982
H 0.0881 -0.2101 0.6046
H 0.3698 0.6467 0.0356
H -0.0156 0.2065 -0.2931
H 0.2525 0.0273 0.2658
H -0.1048 -0.1881 -0.3531
H -0.0126 0.7787 0.2806
H 0.0249 -0.0533 0.0842
H 0.0070 -0.1038 0.0926
H -0.0842 0.0968 -0.0946
H -0.0012 0.3423 -0.2436
H -0.2393 -0.5221 -0.0745
H -0.0356 0.0894 0.3573
H 0.1827 -0.0014 0.3233
H -0.1705 -0.1114 0.1226
H -0.4464 -0.0933 -0.1736
H 0.6372 0.5032 0.0593
H 0.0366 -0.0246 0.1603
H 0.1689 0.1635 -0.0720
H 0.3022 -0.2281 0.0719
H -0.2032 -0.3316 0.2519
H -0.0151 -0.0313 0.0782
H 0.0499 0.0575 0.7688
H 0.1348 0.1629 0.0848
H 0.8470 -0.1660 -1.0664
H -0.3079 -0.3690 -0.0713
H -0.0705 -0.1400 0.0718
H 0.0871 -0.1540 0.2202